25
Properties=species:S:1:pos:R:3:forces:R:3 method="wB97M-V/def2-TZVPD" multiplicity=1 energy_ha=-385.0830 charge=+1 e_lumo_ev=-6.95
C 0.318 0.348 -1.556 -0.33 -0.30 -1.62
N 1.850 0.224 -1.664 -1.34 1.27 1.58
C 2.421 1.513 -2.104 0.27 0.50 -0.63
C -0.096 0.635 -0.195 0.90 0.10 1.35
N -3.689 -0.413 -1.274 0.72 0.75 0.42
C -0.790 -1.438 1.152 0.07 0.29 -0.66
C 0.174 -0.188 0.969 -0.54 -0.31 -0.40
H -0.021 1.118 -2.248 0.07 0.18 0.13
H -0.150 -0.566 -1.946 0.23 -0.22 0.40
H 2.104 0.219 -0.676 0.67 -0.70 -0.25
H 2.077 2.412 -1.580 -0.07 -0.26 0.26
H 2.230 1.713 -3.158 -0.07 -0.37 -0.05
H 3.500 1.451 -1.978 0.06 -0.07 0.01
H -0.450 1.623 0.107 -0.36 0.06 -0.67
H -3.962 -0.445 -0.294 -0.14 -0.06 -0.16
H -2.902 0.242 -1.318 -0.50 0.06 -0.11
H -3.270 -1.297 -1.493 -0.06 -0.72 -0.16
H -0.331 -2.026 1.936 -0.07 -0.11 0.00
H -0.860 -1.971 0.206 0.07 -0.25 0.14
H -1.786 -1.114 1.439 0.05 0.08 0.09
H 0.053 0.380 1.881 0.43 0.16 0.05
H 1.170 -0.629 0.838 -0.03 -0.09 0.25
H 0.589 0.158 4.202 0.21 -0.38 0.10
H 0.907 -1.228 4.799 0.06 0.53 -0.94
O 0.916 -0.721 3.953 -0.28 -0.13 0.87

=====

54
Properties=species:S:1:pos:R:3:forces:R:3 method="wB97M-V/def2-TZVPD" multiplicity=1 energy_ha=-1566.5509 charge=0 e_lumo_ev=0.54
C -5.310 -3.183 -1.918 0.12 0.33 0.22
C -5.369 -1.715 -1.524 -0.50 -0.23 -0.21
H -6.324 -1.491 -1.038 0.15 0.04 -0.12
H -5.232 -1.067 -2.393 -0.03 -0.04 0.13
O -4.306 -1.372 -0.630 0.29 0.14 -0.24
C -4.499 -1.622 0.676 0.31 -0.09 0.36
O -5.511 -2.084 1.127 -0.15 -0.03 0.01
C -3.289 -1.208 1.482 -0.13 0.04 0.11
H -3.093 -1.979 2.228 0.00 -0.03 -0.09
C -3.546 0.126 2.197 -0.07 0.08 -0.24
H -2.619 0.449 2.674 -0.01 0.00 0.04
C -4.039 1.225 1.248 0.04 0.04 0.34
N -3.192 1.385 0.089 -0.25 -0.30 -0.10
C -2.298 2.391 -0.034 -0.02 -0.19 -0.43
O -2.160 3.256 0.807 0.17 0.32 0.23
C -1.441 2.318 -1.301 0.09 0.10 0.06
N -0.109 1.793 -1.055 -0.14 0.01 0.00
C 0.720 2.669 -0.244 0.32 0.12 -0.06
C 2.164 2.180 -0.280 -0.23 0.03 0.22
H 2.521 2.196 -1.311 0.04 0.08 -0.02
H 2.791 2.843 0.318 0.06 0.01 -0.03
C 2.246 0.747 0.256 -0.19 0.11 -0.24
C 3.636 0.229 0.202 0.18 0.01 -0.52
N 4.303 -0.174 1.211 -0.57 0.09 0.85
C 5.556 -0.600 0.879 0.65 -0.13 -0.83
C 6.514 -1.093 1.760 -0.06 0.03 -0.03
C 7.738 -1.483 1.260 0.02 -0.03 0.11
C 8.023 -1.391 -0.100 0.05 0.00 -0.14
C 7.088 -0.905 -0.993 0.09 -0.03 -0.05
C 5.857 -0.511 -0.498 -0.23 0.04 0.30
S 4.489 0.134 -1.351 0.05 -0.07 0.40
H 7.305 -0.831 -2.048 0.08 -0.01 -0.10
H 8.990 -1.703 -0.464 0.08 -0.03 -0.03
H 8.491 -1.867 1.932 0.06 -0.03 0.06
H 6.281 -1.159 2.811 -0.02 -0.01 0.13
H 1.935 0.731 1.306 0.08 -0.02 -0.06
C 1.299 -0.129 -0.570 -0.22 0.04 0.26
C -0.112 0.446 -0.518 0.23 -0.19 -0.20
H -0.473 0.420 0.527 -0.06 -0.03 -0.05
H -0.778 -0.169 -1.131 -0.05 -0.01 0.08
H 1.639 -0.144 -1.607 -0.03 -0.07 -0.04
H 1.298 -1.151 -0.187 0.04 -0.03 -0.03
H 0.369 2.715 0.799 0.00 0.06 -0.06
H 0.663 3.675 -0.663 -0.04 0.01 0.09
H -1.331 3.329 -1.699 -0.12 -0.06 0.03
H -1.921 1.689 -2.056 -0.02 0.05 0.01
H -3.245 0.661 -0.611 0.09 0.13 -0.06
H -4.040 2.184 1.773 -0.12 -0.13 -0.09
H -5.056 1.000 0.915 0.03 0.06 0.03
H -4.299 -0.018 2.972 0.02 -0.01 0.06
H -2.430 -1.125 0.816 0.01 -0.03 0.05
H -4.344 -3.417 -2.359 0.05 -0.04 -0.07
H -5.461 -3.808 -1.041 -0.03 -0.07 0.02
H -6.092 -3.397 -2.641 -0.08 -0.05 -0.09

=====

34
Properties=species:S:1:pos:R:3:forces:R:3 method="wB97M-V/def2-TZVPD" multiplicity=1 energy_ha=-1006.0186 charge=0 e_lumo_ev=-0.27
C -3.435 -2.383 0.944 -0.77 -2.00 -5.82
C -3.227 -0.998 0.329 -4.78 0.15 0.31
C -2.046 -0.178 0.478 -7.81 -4.81 -0.96
C -2.072 0.977 -0.060 -0.87 3.37 -2.61
N -3.104 1.414 -0.836 -0.51 1.09 1.26
C -4.305 0.821 -0.779 0.45 0.39 -1.58
C -4.517 -0.505 -0.184 5.53 4.36 -1.21
H -5.381 -0.876 -0.632 -1.36 -1.84 0.56
H -5.091 1.447 -1.460 1.57 -1.97 1.89
N -0.946 1.766 0.017 -5.57 4.56 -3.49
C 0.149 1.728 0.608 4.34 -7.57 1.54
O 0.347 0.657 1.180 1.15 -1.18 3.09
C 1.358 2.318 0.102 -4.23 12.56 9.29
O 2.131 1.971 -0.768 5.65 -5.13 -7.70
C 2.758 0.727 -0.560 3.14 4.03 4.97
C 3.922 0.813 0.349 -1.60 -8.65 -3.32
C 4.753 -0.445 0.612 -0.55 8.98 1.43
C 4.189 -1.598 0.340 -4.19 6.77 -0.72
C 3.110 -1.561 -0.434 -6.42 -4.08 0.73
C 2.243 -0.491 -0.601 0.04 -2.21 -4.11
N 0.934 -0.745 -1.411 3.37 9.43 2.85
O 0.318 0.290 -1.711 0.70 -1.05 -1.54
O 0.494 -1.737 -1.182 -4.30 -9.32 0.09
H 2.526 -2.587 -0.428 1.29 1.85 -1.04
H 4.788 -2.255 0.279 7.07 -10.03 0.06
H 5.752 -0.154 1.049 -1.16 -1.15 -0.37
H 4.380 1.645 0.451 2.70 5.86 1.03
H 1.988 2.859 1.071 -1.41 -2.10 -1.47
H 0.895 3.398 -0.102 1.16 -1.28 -0.92
H -1.037 2.592 -0.491 -0.80 1.60 -1.47
H -1.356 -0.586 0.977 5.42 -2.60 3.61
H -2.784 -3.042 0.237 -0.36 0.58 2.06
H -3.238 -2.361 1.947 0.75 -0.62 2.50
H -4.500 -2.921 0.670 2.36 2.00 1.05

=====

14
Properties=species:S:1:pos:R:3:forces:R:3 method="wB97M-V/def2-TZVPD" multiplicity=1 energy_ha=-415.8797 charge=0 e_lumo_ev=0.66
C -1.984 -0.154 -0.180 -4.27 0.07 -1.95
C 0.127 0.932 0.285 0.96 4.28 -1.13
C 1.613 0.610 -0.064 -0.53 1.36 1.89
C 1.383 -0.808 -0.085 -2.43 -0.23 -2.83
H -1.639 -1.885 0.285 0.10 -0.65 0.44
H -2.773 0.768 -0.691 2.27 -2.71 2.27
H 0.066 2.046 0.068 -0.84 -1.24 0.70
H -0.078 0.656 1.324 -0.12 0.19 -0.19
H 2.047 1.090 -0.997 -0.64 -0.80 1.29
H 2.221 0.722 0.884 -0.25 0.60 -1.37
N -2.467 -1.301 0.268 1.70 4.22 -1.55
N -0.664 0.154 -0.678 0.76 -2.20 2.25
O 2.085 -1.713 -0.050 3.75 -3.59 1.01
O 0.064 -1.117 -0.367 -0.46 0.69 -0.83

=====

10
Properties=species:S:1:pos:R:3:forces:R:3 method="wB97M-V/def2-TZVPD" multiplicity=3 energy_ha=-661.3194 charge=0 e_lumo_ev="0.28 / -3.60"
C -1.421 -0.175 -0.162 2.03 1.31 1.18
C -0.064 0.246 0.221 -4.25 2.89 2.03
N -2.494 -0.560 -0.270 -1.00 -0.39 -0.47
N 0.411 -0.396 1.344 2.44 -0.14 -0.43
O 0.542 -0.839 -1.245 4.14 -1.44 -3.44
S 0.276 2.035 -0.037 0.23 -1.53 0.87
H -0.188 -1.177 1.602 0.48 0.12 0.02
H 1.418 -0.688 1.119 -1.83 0.11 1.10
H 1.510 -0.482 -1.239 -2.07 -0.83 -0.32
H 0.010 2.034 -1.332 -0.17 -0.10 -0.54

=====

50
Properties=species:S:1:pos:R:3:forces:R:3 method="wB97M-V/def2-TZVPD" multiplicity=5 energy_ha=-1861.5340 charge=+3 e_lumo_ev="-9.85 / -12.73"
Os 0.320 0.097 -0.547 -1.09 -0.49 0.10
N -2.300 -2.645 -2.578 -0.26 1.06 -0.25
C -1.466 -1.966 -1.778 -0.73 -1.83 1.43
S -0.255 -0.964 -2.470 0.26 0.97 -1.22
N -1.497 -2.268 -0.458 -0.25 0.76 -1.02
N -0.698 -1.446 0.265 -0.60 -3.34 1.29
C -0.526 -1.793 1.553 -1.00 0.53 -1.58
C -1.017 -2.997 2.286 0.77 0.18 -0.18
C -0.182 -3.623 3.209 1.06 1.95 -1.51
C -0.612 -4.683 4.001 -0.46 -1.66 1.87
C -1.836 -5.288 3.755 -0.81 -0.81 -1.04
C -2.638 -4.741 2.762 -0.92 -1.65 1.41
C -2.270 -3.579 2.073 0.44 1.40 -0.37
C 0.305 -0.851 2.200 2.86 2.27 0.43
C 0.562 -0.745 3.582 -0.30 -0.74 -0.66
C 1.643 -0.022 4.044 0.34 0.80 -0.86
C 2.449 0.675 3.098 -0.03 0.14 1.86
C 2.130 0.648 1.778 -1.11 -0.91 -0.43
N 1.044 -0.030 1.313 0.03 -0.58 2.39
H -2.493 -2.259 -3.506 0.41 -0.41 0.34
H -3.097 -3.117 -2.169 0.26 -0.14 0.13
H 0.861 -3.293 3.297 -0.51 -0.13 0.08
H -0.035 -5.030 4.884 -0.12 0.29 -0.88
H -2.132 -6.236 4.225 0.10 0.73 0.12
H -3.641 -5.146 2.580 0.50 0.00 0.01
H -2.962 -3.082 1.420 -0.21 -0.08 -0.28
H -0.085 -1.320 4.245 0.32 0.31 0.03
H 1.871 0.016 5.107 -0.05 0.09 -0.25
H 3.251 1.325 3.460 -0.05 -0.52 -0.23
H 2.723 1.050 0.980 0.18 0.57 0.18
C 2.771 2.572 -1.268 0.25 0.42 0.49
P 0.988 2.160 -1.163 1.81 1.48 -0.26
C 0.302 3.527 -0.140 -0.40 -0.46 -0.49
C 0.462 2.683 -2.817 1.96 0.63 -0.35
C -0.907 2.531 -3.107 -0.18 0.35 -0.21
C -1.415 3.099 -4.283 -0.76 -0.04 -1.47
C -0.580 3.791 -5.169 -2.57 -0.20 0.22
C 0.797 3.776 -4.973 1.88 -0.19 0.63
C 1.344 3.253 -3.739 -0.84 -0.79 0.02
H 3.223 1.869 -1.964 0.23 -0.18 0.13
H 3.264 2.503 -0.273 -0.32 -0.01 -0.78
H 2.970 3.590 -1.656 -0.26 -0.41 0.41
H 0.476 4.479 -0.642 0.06 -0.01 0.15
H 0.777 3.505 0.831 0.22 0.07 0.29
H -0.772 3.383 0.013 0.08 0.09 -0.04
H -1.527 2.027 -2.359 -0.08 0.17 -0.50
H -2.473 2.887 -4.544 0.77 0.62 0.20
H -1.040 4.333 -6.012 0.44 -0.52 0.33
H 1.489 4.130 -5.758 -0.51 -0.09 0.51
H 2.434 3.216 -3.587 -0.82 0.31 -0.18